(1)
Molecular formula: C60H152N8O20
Method: DFT, ωB97M-V with the def2-TZVPD basis set

Results
Kohn-Sham gap (eV): 8.781
SMILES string: COCCNCCOC.COCCNCCOC.COCCNCCOC.COCCNCCOC.COCCNCCOC.COCCNCCOC.COCCNCCOC.COCCNCCOC.CC(C)O.CC(C)O.CC(C)O.CC(C)O
HOMO level (eV): -8.2
LUMO (eV): 0.6

```
! RIJCOSX wB97M-V def2-TZVPD def2/J DEFGRID3
* xyz 0 1
C -7.261 -1.003 -0.165
C -8.513 -1.114 0.720
C -9.689 -1.468 -0.123
O -8.165 -2.002 1.735
H -6.388 -0.912 0.472
H -7.276 -0.275 -1.021
H -7.231 -1.927 -0.729
H -8.730 -0.145 1.208
H -10.054 -0.739 -0.821
H -10.510 -1.743 0.559
H -9.636 -2.301 -0.915
H -7.943 -2.849 1.359
C -4.330 -1.917 4.523
C -4.674 -2.316 3.134
C -3.439 -2.070 2.197
O -4.986 -3.668 3.143
H -3.552 -2.577 4.857
H -5.239 -1.804 5.141
H -3.978 -0.897 4.543
H -5.468 -1.784 2.636
H -2.598 -2.643 2.572
H -3.109 -1.034 2.197
H -3.736 -2.273 1.118
H -5.047 -4.102 2.266
C 2.147 -0.074 4.372
C 0.682 -0.157 3.858
C -0.270 -0.236 5.004
O 0.468 0.993 3.073
H 2.276 -0.814 5.126
H 2.360 0.847 4.874
H 2.788 -0.265 3.555
H 0.617 -1.044 3.184
H -0.070 -1.097 5.667
H -1.317 -0.382 4.684
H -0.283 0.589 5.693
H -0.209 0.874 2.461
C -1.985 -0.592 -1.144
C -1.798 0.680 -0.283
C -3.069 1.212 0.346
O -0.757 0.579 0.617
H -2.649 -1.238 -0.489
H -1.032 -1.092 -1.219
H -2.522 -0.416 -2.039
H -1.400 1.475 -0.975
H -3.520 0.516 1.050
H -3.892 1.478 -0.347
H -2.830 2.106 0.976
H 0.085 0.491 0.138
C 3.913 9.636 4.240
O 3.367 8.348 4.348
C 2.688 8.084 3.152
C 1.883 6.838 3.374
N 2.861 5.743 3.491
C 2.190 4.463 3.674
C 2.981 3.205 3.263
O 3.955 3.035 4.320
C 5.089 2.186 4.025
H 4.671 9.716 3.433
H 4.353 9.883 5.198
H 3.104 10.351 4.192
H 3.305 7.852 2.242
H 1.946 8.911 3.070
H 1.273 6.584 2.539
H 1.286 7.060 4.284
H 3.408 5.919 4.296
H 1.296 4.460 3.004
H 1.777 4.287 4.652
H 3.461 3.376 2.265
H 2.259 2.370 3.210
H 4.781 1.243 3.590
H 5.669 1.955 4.922
H 5.720 2.690 3.305
C -9.327 -5.068 1.465
O -8.313 -4.975 0.443
C -7.088 -5.370 0.952
C -6.024 -4.987 -0.153
N -4.678 -5.258 0.292
C -3.598 -5.128 -0.731
C -2.382 -5.792 -0.279
O -1.343 -5.888 -1.166
C -1.564 -6.841 -2.248
H -9.113 -4.522 2.301
H -9.478 -6.145 1.704
H -10.257 -4.705 0.958
H -7.027 -6.393 1.260
H -6.792 -4.742 1.805
H -6.158 -3.951 -0.412
H -6.293 -5.555 -1.093
H -4.673 -6.249 0.546
H -3.409 -4.064 -0.843
H -3.872 -5.565 -1.722
H -2.687 -6.792 0.072
H -2.064 -5.344 0.639
H -0.593 -6.971 -2.715
H -2.217 -6.466 -3.005
H -1.871 -7.891 -1.936
C 0.951 -10.028 -0.894
O 0.729 -9.437 -2.197
C 1.584 -9.975 -3.254
C 1.017 -9.611 -4.603
N 1.265 -8.213 -5.003
C 0.738 -7.906 -6.283
C 0.430 -6.445 -6.404
O -0.474 -6.020 -5.350
C -0.083 -4.787 -4.832
H 0.448 -11.027 -0.876
H 0.360 -9.500 -0.094
H 1.990 -10.157 -0.647
H 1.567 -11.069 -3.134
H 2.578 -9.487 -3.187
H -0.023 -9.865 -4.572
H 1.572 -10.227 -5.327
H 0.893 -7.604 -4.300
H -0.213 -8.548 -6.392
H 1.412 -8.204 -7.088
H 0.000 -6.248 -7.428
H 1.394 -5.837 -6.204
H -0.083 -3.882 -5.463
H 0.877 -4.984 -4.329
H -0.820 -4.604 -4.049
C 6.849 7.680 0.830
O 5.502 8.108 0.564
C 5.200 8.155 -0.883
C 3.728 8.100 -1.037
N 3.260 6.788 -0.655
C 1.853 6.573 -0.539
C 1.629 5.213 0.025
O 0.280 5.069 0.319
C -0.116 3.731 0.616
H 6.973 7.731 1.884
H 7.527 8.338 0.330
H 6.933 6.717 0.350
H 5.691 7.297 -1.355
H 5.556 9.070 -1.277
H 3.405 8.272 -2.067
H 3.187 8.952 -0.567
H 3.649 6.574 0.272
H 1.433 6.692 -1.541
H 1.354 7.239 0.160
H 2.253 5.011 0.914
H 1.937 4.540 -0.774
H 0.231 3.191 -0.252
H -1.153 3.861 0.841
H 0.426 3.365 1.449
C 4.851 -1.064 -0.030
O 4.216 -0.050 -0.777
C 3.797 1.093 -0.036
C 2.335 1.051 0.166
N 1.488 0.694 -1.008
C 1.795 1.461 -2.236
C 1.274 0.616 -3.385
O 1.630 -0.758 -3.230
C 2.921 -1.194 -3.625
H 5.080 -1.852 -0.758
H 4.312 -1.559 0.775
H 5.726 -0.612 0.510
H 4.118 1.943 -0.623
H 4.342 1.182 0.891
H 1.930 1.941 0.614
H 2.040 0.261 0.888
H 1.634 -0.266 -1.206
H 2.859 1.543 -2.433
H 1.336 2.479 -2.232
H 1.533 1.005 -4.401
H 0.169 0.495 -3.274
H 3.099 -1.294 -4.710
H 3.020 -2.236 -3.149
H 3.768 -0.568 -3.110
C -0.845 4.988 -2.822
O 0.350 4.371 -3.304
C 0.411 4.326 -4.748
C 1.814 3.834 -5.071
N 2.773 4.711 -4.472
C 4.120 4.203 -4.703
C 4.731 3.187 -3.780
O 4.863 3.753 -2.453
C 5.937 4.567 -2.247
H -0.794 6.013 -3.162
H -0.593 5.089 -1.779
H -1.753 4.433 -3.078
H 0.264 5.321 -5.144
H -0.342 3.659 -5.188
H 1.867 3.930 -6.176
H 1.947 2.784 -4.789
H 2.608 4.859 -3.489
H 4.813 5.030 -4.847
H 4.054 3.814 -5.694
H 5.717 2.805 -4.053
H 4.124 2.256 -3.674
H 5.912 5.428 -2.884
H 6.912 4.027 -2.410
H 5.915 4.843 -1.192
C 0.687 -4.291 1.830
O 0.344 -3.544 0.728
C 1.325 -3.526 -0.280
C 1.637 -4.886 -0.949
N 2.538 -4.727 -2.070
C 2.806 -6.084 -2.590
C 3.701 -6.127 -3.832
O 4.973 -5.642 -3.499
C 5.789 -5.775 -4.674
H -0.014 -4.205 2.611
H 1.664 -3.993 2.196
H 0.675 -5.334 1.502
H 2.230 -3.097 0.135
H 1.097 -2.843 -1.079
H 0.615 -5.250 -1.342
H 1.964 -5.546 -0.145
H 3.426 -4.340 -1.781
H 1.856 -6.467 -2.995
H 3.171 -6.866 -1.899
H 3.267 -5.521 -4.596
H 3.785 -7.181 -4.253
H 5.352 -5.246 -5.499
H 6.033 -6.834 -4.864
H 6.757 -5.359 -4.446
C -1.426 5.953 5.993
O -2.143 6.087 4.756
C -1.659 5.314 3.621
C -1.875 3.837 3.765
N -3.282 3.530 3.654
C -3.554 2.164 3.901
C -4.975 1.856 3.548
O -5.815 2.779 4.263
C -7.171 2.834 3.962
H -1.584 6.901 6.490
H -0.355 5.938 5.815
H -1.670 5.064 6.630
H -0.594 5.469 3.568
H -2.098 5.757 2.678
H -1.529 3.371 4.788
H -1.409 3.374 2.964
H -3.883 4.142 4.204
H -3.394 1.916 4.890
H -2.895 1.504 3.340
H -5.240 0.838 3.778
H -5.081 2.035 2.425
H -7.320 2.853 2.819
H -7.556 3.730 4.448
H -7.628 1.889 4.318
*
```

Löwdin population analysis, charges in e, atoms 1 to 8: C -0.05; C -0.51; C -0.08; O -0.03; H 0.06; H 0.10; H 0.06; H 0.15

***

(2)
Molecular formula: C60H152N8O20
Method: DFT, ωB97M-V with the def2-TZVPD basis set

Results
Kohn-Sham gap (eV): 8.602
SMILES string: COCCNCCOC.COCCNCCOC.COCCNCCOC.COCCNCCOC.COCCNCCOC.COCCNCCOC.COCCNCCOC.COCCNCCOC.CC(C)O.CC(C)O.CC(C)O.CC(C)O
HOMO level (eV): -8.0
LUMO (eV): 0.6

```
! RIJCOSX wB97M-V def2-TZVPD def2/J DEFGRID3
* xyz 0 1
C -2.554 -8.077 -5.384
O -2.354 -6.912 -4.587
C -2.077 -5.796 -5.435
C -1.510 -4.673 -4.561
N -0.258 -5.185 -4.074
C 0.392 -4.394 -2.982
C 0.711 -2.977 -3.521
O -0.332 -2.096 -3.209
C -0.186 -0.782 -3.634
H -3.570 -8.113 -5.818
H -2.456 -8.864 -4.674
H -1.863 -8.068 -6.252
H -2.945 -5.361 -5.940
H -1.345 -6.110 -6.178
H -2.349 -4.443 -3.837
H -1.400 -3.729 -5.162
H -0.481 -6.150 -3.768
H 1.289 -4.876 -2.828
H -0.230 -4.286 -2.071
H 0.847 -2.902 -4.605
H 1.631 -2.649 -3.036
H -0.122 -0.779 -4.743
H 0.697 -0.254 -3.261
H -1.165 -0.213 -3.436
C -6.158 -6.722 -4.209
O -5.453 -5.912 -5.114
C -6.079 -4.688 -5.539
C -5.121 -3.481 -5.488
N -4.963 -3.119 -4.073
C -4.012 -2.045 -3.827
C -3.793 -1.905 -2.267
O -3.395 -3.220 -1.905
C -3.060 -3.339 -0.574
H -6.801 -7.475 -4.628
H -6.757 -6.045 -3.574
H -5.337 -7.308 -3.816
H -6.954 -4.502 -4.902
H -6.462 -4.875 -6.530
H -5.679 -2.691 -6.069
H -4.113 -3.537 -6.009
H -4.492 -3.911 -3.652
H -4.394 -1.139 -4.334
H -3.051 -2.306 -4.235
H -4.728 -1.666 -1.773
H -2.990 -1.188 -2.044
H -3.894 -2.898 0.001
H -2.215 -2.707 -0.360
H -2.862 -4.364 -0.373
C -0.658 0.279 -8.391
O -1.025 0.511 -7.096
C -0.667 1.900 -6.671
C -1.167 2.184 -5.269
N -2.644 2.241 -5.280
C -3.068 2.651 -3.899
C -4.568 2.515 -3.699
O -4.779 1.113 -3.379
C -6.079 0.863 -2.959
H 0.378 0.563 -8.614
H -1.304 0.849 -9.041
H -0.797 -0.753 -8.699
H -1.164 2.560 -7.478
H 0.409 1.974 -6.732
H -0.773 3.150 -4.956
H -0.839 1.422 -4.622
H -2.934 1.275 -5.414
H -2.769 3.700 -3.768
H -2.510 2.070 -3.119
H -5.135 2.821 -4.556
H -5.058 3.069 -2.866
H -6.063 -0.179 -2.474
H -6.757 0.789 -3.825
H -6.425 1.547 -2.198
C 0.677 4.280 10.523
O 0.227 4.151 9.176
C -0.639 3.096 9.017
C -1.590 3.283 7.808
N -2.524 4.374 8.077
C -3.242 4.961 6.963
C -4.185 4.153 6.083
O -3.435 3.426 5.064
C -4.153 2.570 4.214
H -0.038 4.743 11.185
H 1.567 4.881 10.492
H 0.877 3.291 10.959
H -1.283 3.035 9.932
H -0.140 2.170 8.977
H -2.135 2.345 7.693
H -0.972 3.454 6.898
H -2.234 5.038 8.781
H -2.438 5.420 6.248
H -3.801 5.793 7.341
H -4.850 4.828 5.547
H -4.721 3.393 6.739
H -5.137 3.055 3.934
H -4.453 1.606 4.645
H -3.539 2.322 3.387
C 1.384 -4.879 4.679
O 1.759 -3.540 4.710
C 2.229 -3.095 3.431
C 2.996 -1.761 3.649
N 4.069 -1.804 4.545
C 4.909 -0.619 4.472
C 5.736 -0.573 5.683
O 4.884 -0.264 6.712
C 5.617 -0.058 7.929
H 2.245 -5.536 4.854
H 0.975 -5.133 3.714
H 0.621 -4.952 5.503
H 1.450 -2.892 2.728
H 2.964 -3.771 3.018
H 2.259 -0.985 3.914
H 3.523 -1.524 2.739
H 3.824 -2.058 5.457
H 4.325 0.365 4.467
H 5.585 -0.734 3.668
H 6.520 0.191 5.700
H 6.309 -1.533 5.927
H 4.859 -0.047 8.760
H 6.002 0.888 7.926
H 6.268 -0.926 8.049
C 1.663 1.311 6.525
O 1.412 0.394 7.612
C 0.790 -0.855 7.326
C -0.684 -0.847 7.576
N -1.475 -0.029 6.672
C -1.484 -0.503 5.283
C -1.855 -1.925 4.955
O -3.297 -2.064 5.210
C -3.682 -3.367 4.812
H 0.838 1.989 6.478
H 1.799 0.807 5.534
H 2.577 1.913 6.673
H 1.249 -1.587 7.926
H 0.982 -1.025 6.242
H -0.917 -0.480 8.566
H -1.042 -1.881 7.470
H -2.408 -0.009 7.054
H -0.501 -0.327 4.814
H -2.237 0.131 4.843
H -1.410 -2.747 5.466
H -1.683 -2.139 3.909
H -4.689 -3.563 5.080
H -3.021 -4.097 5.373
H -3.597 -3.577 3.714
C 1.998 -1.110 -6.940
O 2.516 -2.138 -6.144
C 3.925 -2.359 -6.340
C 4.332 -3.415 -5.293
N 4.136 -2.937 -3.981
C 4.527 -3.727 -2.808
C 4.907 -2.801 -1.618
O 3.859 -2.335 -0.856
C 3.309 -3.294 0.164
H 2.109 -0.047 -6.519
H 0.962 -1.385 -7.198
H 2.581 -1.068 -7.886
H 4.436 -1.425 -6.130
H 4.195 -2.748 -7.336
H 5.299 -3.766 -5.373
H 3.707 -4.261 -5.452
H 3.349 -2.324 -3.791
H 5.474 -4.166 -3.131
H 3.882 -4.568 -2.598
H 5.544 -1.938 -1.944
H 5.553 -3.370 -0.995
H 4.103 -3.414 0.899
H 2.997 -4.229 -0.221
H 2.419 -2.838 0.496
C 4.972 2.551 -6.239
O 4.137 1.648 -5.628
C 4.510 1.308 -4.293
C 3.221 0.761 -3.664
N 2.208 1.766 -3.475
C 2.388 2.701 -2.371
C 1.270 3.714 -2.528
O 1.200 4.363 -3.793
C 0.177 5.384 -3.752
H 6.052 2.211 -6.278
H 5.056 3.481 -5.633
H 4.586 2.761 -7.221
H 4.874 2.286 -3.826
H 5.307 0.598 -4.349
H 3.406 0.345 -2.713
H 2.696 -0.007 -4.213
H 1.982 2.320 -4.218
H 3.351 3.182 -2.367
H 2.137 2.272 -1.450
H 1.400 4.471 -1.693
H 0.281 3.169 -2.425
H -0.871 4.986 -3.599
H 0.358 5.975 -4.676
H 0.427 6.051 -2.964
C -3.090 6.687 -0.199
C -2.677 5.296 0.329
C -3.359 4.195 -0.408
O -1.280 5.125 0.245
H -2.365 7.413 0.307
H -4.169 6.836 -0.052
H -2.916 6.755 -1.252
H -2.968 5.173 1.342
H -3.125 3.192 -0.012
H -3.067 4.221 -1.502
H -4.466 4.314 -0.411
H -1.085 4.335 -0.273
C 4.862 2.066 1.630
C 4.533 1.144 0.409
C 5.553 1.332 -0.727
O 4.541 -0.248 0.905
H 5.579 1.542 2.303
H 3.964 2.214 2.273
H 5.266 2.978 1.274
H 3.586 1.376 -0.025
H 5.268 0.941 -1.679
H 6.504 0.928 -0.290
H 5.614 2.425 -0.831
H 4.280 -0.843 0.203
C 1.974 3.581 3.549
C 0.519 3.967 3.537
C 0.218 5.475 3.587
O -0.093 3.328 2.444
H 2.541 3.750 4.402
H 2.399 4.094 2.710
H 1.970 2.501 3.410
H 0.064 3.514 4.398
H 0.619 5.985 2.750
H 0.634 6.114 4.365
H -0.864 5.634 3.691
H -0.414 4.024 1.851
C -1.066 0.765 -0.594
C -0.862 0.179 0.876
C 0.609 0.001 1.024
O -1.381 0.907 1.993
H -0.264 1.420 -0.876
H -2.008 1.338 -0.714
H -1.062 -0.060 -1.344
H -1.470 -0.691 0.789
H 1.063 1.050 0.935
H 0.934 -0.501 0.148
H 0.895 -0.523 1.963
H -0.866 1.782 2.178
*
```

Löwdin population analysis, charges in e, atoms 1 to 8: C -0.10; O -0.20; C -0.23; C -0.23; N -0.05; C -0.13; C -0.20; O -0.20

***

Which one is the least stable? From the structures above, (2).